{
  "formula": "C46H35Br2N6OS3Sn",
  "method": "wB97M-V/def2-TZVPD",
  "elements": ["Sn", "N", "S", "N", "S", "N", "S", "N", "C", "C", "C", "C", "C", "C", "C", "C", "C", "C", "C", "C", "C", "C", "C", "C", "C", "C", "C", "C", "C", "C", "C", "C", "C", "C", "C", "C", "C", "C", "C", "C", "C", "C", "C", "C", "H", "H", "H", "H", "H", "H", "H", "H", "H", "H", "H", "H", "H", "H", "H", "H", "H", "H", "H", "H", "H", "H", "H", "H", "H", "H", "H", "H", "H", "H", "Br", "C", "C", "C", "Br", "C", "C", "C", "C", "N", "C", "C", "O", "H", "H", "H", "H", "N", "C", "H"],
  "positions_angstrom": [[-1.6168, -1.1935, 0.9934], [-0.6992, 0.3421, 1.9441], [-0.5174, 1.6752, 1.2606], [-0.4578, 1.6012, -0.3539], [0.7162, 1.1439, -1.2858], [1.7294, 0.0232, -0.8975], [1.4142, -1.3832, -0.1586], [0.0003, -1.8658, -0.0438], [2.3729, -2.5170, -1.1134], [2.7822, -3.6863, -0.4794], [3.4561, -4.6418, -1.2200], [3.7074, -4.4250, -2.5701], [3.2878, -3.2539, -3.1867], [2.6141, -2.2858, -2.4589], [2.3253, -1.2582, 1.3606], [1.7845, -1.8086, 2.5105], [2.5238, -1.7789, 3.6841], [3.7892, -1.2066, 3.6888], [4.3257, -0.6724, 2.5226], [3.5980, -0.7015, 1.3454], [1.7676, 2.4945, -1.7070], [1.1460, 3.5833, -2.3113], [1.9175, 4.6883, -2.6229], [3.2801, 4.6876, -2.3364], [3.8791, 3.5871, -1.7376], [3.1219, 2.4712, -1.4140], [-0.1423, 0.7406, -2.7797], [0.6505, 0.5218, -3.9018], [0.0316, 0.1800, -5.0906], [-1.3543, 0.0675, -5.1463], [-2.1283, 0.3000, -4.0183], [-1.5255, 0.6470, -2.8174], [-1.8659, 2.7926, 1.4766], [-1.6968, 4.0348, 2.0708], [-2.8099, 4.8490, 2.2318], [-4.0574, 4.4212, 1.8067], [-4.2125, 3.1660, 1.2260], [-3.1169, 2.3411, 1.0607], [0.9296, 2.4630, 1.8879], [1.3982, 3.6249, 1.2817], [2.5261, 4.2321, 1.8052], [3.1631, 3.6808, 2.9122], [2.6775, 2.5232, 3.5055], [1.5461, 1.9030, 2.9987], [2.6040, -3.8420, 0.5776], [3.7996, -5.5485, -0.7416], [4.2421, -5.1712, -3.1422], [3.4934, -3.0898, -4.2355], [2.2891, -1.3695, -2.9289], [0.8096, -2.2730, 2.4872], [2.1227, -2.2166, 4.5882], [4.3700, -1.1940, 4.6017], [5.3209, -0.2490, 2.5280], [4.0236, -0.3180, 0.4274], [0.0862, 3.5701, -2.5375], [1.4622, 5.5456, -3.0992], [3.8801, 5.5503, -2.5941], [4.9398, 3.5937, -1.5271], [3.5711, 1.6060, -0.9499], [1.7273, 0.6366, -3.8569], [0.6267, 0.0156, -5.9783], [-1.8326, -0.1892, -6.0819], [-3.2059, 0.2305, -4.0753], [-2.1194, 0.8645, -1.9406], [-0.7327, 4.3664, 2.4280], [-2.6955, 5.8174, 2.6988], [-4.9187, 5.0622, 1.9376], [-5.1892, 2.8292, 0.9074], [-3.2530, 1.3599, 0.6219], [0.8860, 4.0591, 0.4330], [2.9026, 5.1412, 1.3564], [4.0394, 4.1663, 3.3211], [3.1722, 2.1081, 4.3729], [1.1462, 1.0039, 3.4475], [-6.5574, -0.1381, 1.1906], [-5.7650, -1.7559, 0.6844], [-6.5749, -2.8229, 0.2406], [-6.0242, -4.0081, -0.1633], [-7.1418, -5.4059, -0.7229], [-4.6103, -4.1716, -0.1667], [-3.9171, -5.3030, -0.6323], [-2.5401, -5.3095, -0.6393], [-1.8432, -4.1865, -0.1975], [-2.4695, -3.1238, 0.2925], [-3.8303, -3.1062, 0.3205], [-4.4050, -1.9084, 0.7925], [-3.5904, -0.9658, 1.2926], [-7.6482, -2.6942, 0.2213], [-4.4727, -6.1550, -1.0016], [-1.9897, -6.1668, -0.9974], [-0.7655, -4.1293, -0.2515], [-1.9053, -2.2800, 4.3007], [-1.6928, -2.0733, 3.1944], [-2.0852, -2.4692, 5.2737]],
  "atomic_forces_ev_per_a": [[0.0943, -1.2211, 0.7308], [-0.2525, 0.1665, -0.3301], [0.0440, 0.1163, 0.1600], [0.0954, -0.1027, -0.1083], [0.0368, -0.1722, -0.1589], [-0.1529, 0.1177, 0.3689], [0.2691, 0.3529, -0.3435], [-0.2289, 0.1885, 0.0765], [-0.1067, -0.0838, 0.0380], [0.0160, 0.0070, 0.0589], [0.0154, 0.0137, -0.0152], [-0.0056, 0.0112, 0.0057], [0.0231, -0.0162, -0.0008], [-0.0526, 0.0426, -0.0203], [-0.1055, 0.0032, 0.0263], [0.0001, -0.0157, -0.0004], [0.0253, 0.0292, -0.0120], [-0.0263, -0.0203, 0.0132], [0.0137, -0.0009, -0.0106], [0.0398, 0.0502, -0.0465], [-0.0609, -0.0622, 0.0345], [-0.0404, 0.0532, -0.0023], [-0.0004, -0.0071, 0.0033], [0.0148, -0.0219, 0.0042], [0.0048, 0.0328, -0.0172], [0.0165, -0.0400, 0.0138], [0.0086, 0.0199, 0.1114], [0.0254, -0.0096, -0.0196], [-0.0183, 0.0030, -0.0095], [0.0148, -0.0047, -0.0013], [0.0065, 0.0108, 0.0103], [-0.0317, -0.0483, 0.0212], [-0.0347, 0.0250, -0.0897], [0.0214, 0.0014, 0.0823], [0.0011, 0.0028, 0.0107], [0.0008, -0.0123, 0.0071], [0.0046, 0.0321, 0.0229], [0.0294, -0.0008, -0.0738], [-0.0521, -0.1018, -0.0277], [-0.0022, 0.0490, -0.0214], [-0.0072, -0.0012, -0.0004], [0.0002, -0.0042, 0.0073], [0.0005, 0.0138, 0.0045], [0.0145, -0.0729, -0.0177], [-0.0139, -0.0084, -0.0106], [-0.0117, -0.0045, 0.0019], [-0.0010, -0.0005, -0.0014], [0.0011, 0.0021, -0.0007], [0.0020, -0.0169, 0.0120], [0.0043, -0.0477, -0.0049], [-0.0014, 0.0042, 0.0022], [-0.0011, -0.0037, -0.0007], [-0.0026, 0.0015, -0.0040], [-0.0129, 0.0138, 0.0067], [0.0035, -0.0048, 0.0034], [-0.0064, -0.0040, -0.0014], [0.0002, 0.0014, 0.0066], [0.0002, -0.0040, -0.0031], [-0.0040, 0.0029, -0.0015], [-0.0080, 0.0296, -0.0006], [0.0010, 0.0009, -0.0013], [0.0000, -0.0026, -0.0002], [-0.0011, 0.0002, -0.0002], [-0.0037, 0.0275, -0.0165], [-0.0146, 0.0025, -0.0140], [-0.0031, 0.0010, -0.0005], [0.0012, 0.0042, -0.0041], [0.0112, -0.0074, -0.0057], [-0.0204, 0.0186, 0.0244], [-0.0051, 0.0000, -0.0166], [-0.0019, 0.0034, 0.0002], [-0.0003, -0.0004, 0.0008], [-0.0023, 0.0031, 0.0049], [0.0033, 0.0033, -0.0029], [-0.0418, 0.0120, 0.0211], [0.1664, -0.0442, 0.2231], [0.0054, -0.1187, -0.0977], [-0.0066, 0.1078, 0.0460], [0.0083, -0.0080, -0.0122], [-0.0556, -0.0173, -0.0010], [0.1115, 0.0136, 0.0064], [-0.0716, -0.0068, 0.0100], [0.0305, -0.0098, 0.0160], [-0.0018, -0.0887, -0.1043], [-0.0041, 0.1089, -0.0462], [-0.3008, -0.0997, -0.1407], [0.5186, 0.8386, -0.3360], [0.0021, 0.0299, 0.0033], [-0.0094, -0.0021, 0.0175], [0.0066, 0.0111, -0.0242], [0.0219, -0.0074, 0.0403], [0.0697, -0.0814, -0.0429], [0.0304, 0.0311, -0.0310], [-0.0499, -0.0070, -0.0043]],
  "mulliken_charge": [1.900, -0.590, 1.562, -0.187, 1.130, -0.084, 1.271, -0.267, 0.316, -0.557, -0.818, -0.600, -0.724, -0.266, 0.811, -0.025, -0.829, -0.681, -0.946, -0.563, 0.187, -0.836, -0.794, -0.579, -0.847, 0.123, 0.864, -0.849, -0.990, -0.613, -0.952, -0.286, 0.923, -0.362, -0.984, -0.782, -0.963, -0.130, 0.239, -0.512, -0.984, -0.750, -0.830, -0.472, 0.477, 0.465, 0.446, 0.477, 0.401, 0.321, 0.499, 0.494, 0.514, 0.331, 0.538, 0.505, 0.479, 0.535, 0.363, 0.484, 0.491, 0.464, 0.536, 0.669, 0.512, 0.457, 0.435, 0.444, 0.062, 0.854, 0.533, 0.481, 0.537, 0.577, -0.080, -0.253, -0.458, -0.233, -0.129, 0.357, -0.464, -1.159, -0.128, -0.149, 0.600, 0.426, -0.586, 0.483, 0.374, 0.496, 0.472, -0.062, 0.144, 0.295],
  "e_homo_ev": -14.874,
  "de_lowest_kcal_mol": 0.0,
  "charge": 3
}

{
  "formula": "C13H16BBrN2O5S",
  "method": "wB97M-V/def2-TZVPD",
  "elements": ["C", "B", "O", "C", "O", "S", "O", "O", "O", "C", "Br", "H", "H", "H", "H", "H", "H", "N", "C", "C", "C", "C", "C", "H", "H", "H", "H", "H", "N", "C", "C", "C", "C", "C", "H", "H", "H", "H", "H"],
  "positions_angstrom": [[4.3665, -0.6067, 3.6691], [3.2308, 0.3487, 3.1980], [3.5507, 1.6430, 2.8551], [1.6880, -0.0048, 3.1039], [1.2708, -1.3833, 3.3152], [-0.3021, -1.2621, 3.1639], [-0.9835, -2.3742, 3.6491], [-0.6951, -0.8906, 1.8635], [-0.4348, 0.0182, 4.1446], [0.7479, 0.7841, 4.0062], [1.5179, 1.2751, 5.7093], [4.8810, -0.1621, 4.5174], [4.0113, -1.6048, 3.8994], [5.0919, -0.6898, 2.8594], [3.4861, 1.7922, 1.8959], [1.4235, 0.1940, 2.0568], [0.5131, 1.6836, 3.4518], [-0.5870, 3.4949, 0.3479], [-1.0571, 2.2935, 0.6784], [-1.1508, 1.2301, -0.2058], [-0.7367, 1.4258, -1.5127], [-0.2474, 2.6699, -1.8782], [-0.1928, 3.6643, -0.9132], [-1.3746, 2.1838, 1.7110], [-1.5368, 0.2793, 0.1224], [-0.7912, 0.6219, -2.2367], [0.0861, 2.8652, -2.8882], [0.1863, 4.6517, -1.1540], [-1.0301, -1.4727, -3.9684], [-2.0352, -1.7699, -3.1446], [-3.2048, -2.3951, -3.5474], [-3.3450, -2.7289, -4.8832], [-2.3139, -2.4274, -5.7559], [-1.1846, -1.8043, -5.2486], [-1.8870, -1.4884, -2.1073], [-3.9846, -2.6130, -2.8310], [-4.2435, -3.2167, -5.2384], [-2.3812, -2.6701, -6.8073], [-0.3520, -1.5544, -5.8970]],
  "atomic_forces_ev_per_a": [[-0.5385, -0.1471, -0.2814], [0.4573, -0.1980, 0.8077], [0.0587, -0.0867, -0.9323], [0.3480, -0.4543, -0.4508], [-0.1498, 0.0156, -0.1584], [-0.3229, -0.0657, 0.1240], [-0.2026, -1.3764, 1.8175], [0.4506, 1.0543, -1.2534], [0.2209, -0.4456, -0.0381], [0.0283, 0.7458, -0.9088], [-0.1946, -0.2195, -0.0280], [0.0956, -0.0041, 0.1489], [0.0521, -0.1508, 0.2527], [0.1776, 0.0539, -0.0517], [-0.2090, 0.3759, 0.5317], [-0.1583, 0.3322, 0.0289], [-0.1238, 0.4901, 0.4812], [0.0462, -0.0627, -0.0211], [0.0243, 0.0492, 0.1142], [-0.0623, 0.0621, -0.1423], [0.0049, -0.0456, -0.1075], [0.0066, -0.0042, 0.0616], [0.0295, 0.1162, 0.0249], [-0.0494, -0.0716, -0.0138], [-0.0084, -0.0007, 0.0336], [0.0327, 0.0200, -0.0281], [0.0064, 0.0196, 0.0009], [0.0013, -0.0126, -0.0598], [-0.2034, -0.0310, 0.0252], [0.1319, 0.0605, 0.0547], [-0.0062, 0.0035, 0.0299], [-0.0686, -0.0392, -0.0339], [0.0013, -0.0083, 0.0124], [0.1901, 0.0756, -0.0305], [-0.0693, -0.0541, 0.0298], [0.0128, 0.0126, 0.0248], [-0.0036, 0.0000, 0.0006], [0.0271, 0.0091, -0.0086], [-0.0337, -0.0179, -0.0562]],
  "nbo_charge": [-1.027, 1.065, -0.916, -0.343, -0.663, 2.572, -0.884, -0.945, -0.675, 0.031, 0.052, 0.265, 0.240, 0.251, 0.512, 0.241, 0.224, -0.425, 0.019, -0.258, -0.173, -0.260, 0.024, 0.187, 0.240, 0.231, 0.220, 0.191, -0.428, 0.032, -0.258, -0.165, -0.260, 0.035, 0.192, 0.223, 0.218, 0.221, 0.192],
  "e_homo_ev": -9.680
}

Question: Number 2 is which compound?
Answer: C13H16BBrN2O5S